Here is C29H47BrF16N2O5Si2 as an isolated structure from the OMol25 dataset. Energies are from ωB97M-V/def2-TZVPD.

HOMO level = -8.552 eV
E = -173334.170 eV

Structure (XYZ):
```
102
Properties=species:S:1:pos:R:3:forces:R:3:mulliken_charge:R:1
C -4.71305 -1.05216 3.88658 -0.34 0.53 0.26 -1.14
C -3.53762 -0.71073 4.79743 0.19 -0.70 -0.35 -0.63
C -2.21301 -1.40616 4.40384 -0.47 0.29 0.41 -0.33
C -1.17367 -0.40740 3.92102 0.59 -0.35 0.60 -0.83
N -0.02105 -1.07521 3.29031 -0.34 0.17 -0.81 -0.22
Si -0.11659 -1.23502 1.56083 0.33 -0.07 1.52 -0.20
C -0.17515 0.48252 0.79908 0.02 -0.18 0.05 -0.05
C 0.84576 1.47367 1.38540 -0.18 0.13 -0.28 -0.26
C 0.35294 2.93098 1.41295 0.64 0.44 0.15 -1.52
C 0.80220 3.73516 0.18873 -0.75 -1.10 0.25 -0.23
N 0.03432 3.33860 -1.00004 2.20 1.16 0.66 0.78
C -1.23527 2.90557 -1.13663 -0.33 0.03 1.05 -0.39
C -1.44744 2.62202 -2.43950 -0.84 -0.28 -0.26 -0.75
C -0.25703 2.92227 -3.11090 -0.45 -0.47 -2.01 -0.86
C 0.65228 3.36665 -2.22214 -0.33 -0.08 0.01 -0.99
O -1.49079 -2.10751 1.28305 0.34 0.71 -0.74 -0.31
C -2.16554 -1.92255 0.03144 -0.53 -0.37 0.21 0.50
C -3.18660 -0.78417 0.01167 -0.05 0.20 -0.61 0.01
O -4.20478 -1.09674 -0.92936 -0.07 0.00 0.49 -0.43
C -5.28806 -1.85650 -0.38573 0.02 0.14 -0.41 -0.10
C -5.48418 -3.14818 -1.15230 0.15 -0.02 0.21 -1.12
O 1.27240 -2.06330 1.15308 -0.54 0.72 -0.94 -0.62
Si 1.75212 -2.06976 -0.43902 0.62 -0.62 0.31 0.56
C 3.39121 -1.16628 -0.76442 -0.42 -0.33 -0.88 -0.36
Br 2.90565 0.49104 -1.73594 0.07 0.11 0.47 -0.18
C 4.21467 -2.02770 -1.75125 -0.11 -0.46 0.67 -0.50
C 5.25027 -2.89636 -0.99911 -0.77 0.47 -0.09 -1.03
H -4.71435 -0.48723 2.95567 0.18 -0.09 -0.16 0.17
H -5.63472 -0.77358 4.39891 -0.16 -0.03 -0.07 0.46
H -4.77717 -2.11508 3.66864 0.13 -0.11 -0.05 0.31
H -3.80866 -1.04249 5.79668 0.00 0.13 0.19 0.37
H -3.37826 0.36696 4.83809 -0.12 0.11 0.07 0.38
H -1.84243 -1.88021 5.31048 0.35 -0.18 -0.08 0.32
H -2.36631 -2.20397 3.68117 -0.08 0.08 -0.20 0.24
H -0.79686 0.08474 4.81914 -0.04 0.29 -0.04 0.53
H -1.63201 0.38327 3.31234 -0.05 -0.11 -0.21 0.15
H 0.85315 -0.63816 3.55008 0.00 -0.16 0.21 0.31
H -0.10358 0.48903 -0.28884 -0.04 -0.01 -0.11 0.67
H -1.16788 0.87431 1.02154 -0.21 -0.12 0.05 0.23
H 1.15371 1.22767 2.40028 -0.10 -0.26 0.06 0.55
H 1.73810 1.42696 0.76136 0.20 0.01 0.13 -0.05
H 0.79883 3.42506 2.27774 0.03 0.04 0.09 0.32
H -0.72180 2.99374 1.57191 -0.13 -0.02 -0.06 0.45
H 1.82516 3.42572 -0.00496 0.21 0.21 -0.12 0.56
H 0.81056 4.81065 0.37062 -0.37 0.09 -0.11 -0.18
H -1.88596 2.80176 -0.29143 -0.11 0.03 0.14 0.56
H -2.37453 2.23077 -2.81807 0.00 -0.01 -0.26 0.51
H -0.13031 2.78759 -4.17221 0.24 0.09 -0.05 0.46
H 1.65611 3.68547 -2.42129 0.25 0.10 0.45 0.73
H -1.49649 -1.79548 -0.82271 0.26 -0.01 0.13 0.02
H -2.72112 -2.83738 -0.15608 -0.03 -0.17 0.04 0.20
H -3.59549 -0.56761 1.00026 0.00 -0.21 0.15 -0.02
H -2.74466 0.13542 -0.36730 0.17 0.08 0.07 -0.13
H -5.14490 -2.05865 0.67720 0.21 0.01 0.06 0.14
H -6.18070 -1.23636 -0.48050 -0.13 0.02 0.11 0.38
H -4.53608 -3.66171 -1.29340 0.11 -0.03 0.02 0.27
H -6.12369 -3.80492 -0.56584 -0.24 -0.10 -0.17 0.36
H -5.91098 -2.96622 -2.13401 -0.11 -0.03 -0.06 0.30
H 1.97515 -3.49012 -0.80334 0.03 -0.02 0.07 -0.36
H 0.75865 -1.52827 -1.37934 -0.19 0.04 0.09 -0.15
H 3.94554 -0.93889 0.13945 0.07 0.42 -0.05 0.58
H 4.65519 -1.41911 -2.53198 0.21 0.14 0.08 0.46
H 3.51618 -2.71130 -2.23607 0.05 0.05 -0.42 0.25
H 5.45863 -2.43033 -0.03874 0.44 0.02 0.02 0.32
H 6.15226 -2.99407 -1.59145 0.17 -0.20 0.11 0.34
H 4.81681 -3.86757 -0.77456 0.17 -0.20 -0.08 0.16
C 1.03245 7.73445 -1.84921 -0.28 -0.17 -0.19 -0.78
C 2.50216 7.68831 -1.35873 -0.26 0.39 -0.46 0.92
C 2.70786 7.85918 0.15088 0.33 -0.22 0.41 0.24
F 2.26463 9.05136 0.58448 -0.17 0.11 -0.14 -0.23
F 4.02479 7.79332 0.46314 0.00 -0.11 -0.28 -0.27
F 3.23272 8.58467 -2.05017 0.04 0.09 0.17 -0.28
F 2.99540 6.45711 -1.68064 -0.19 -0.14 0.25 -0.29
O 0.58630 8.97527 -2.38897 0.48 0.25 0.32 -0.42
C 0.06996 9.98995 -1.61153 -0.29 -0.84 -0.13 0.78
C 0.91824 11.26388 -1.69235 0.12 0.31 -0.11 0.20
F 2.17450 11.04377 -1.26501 0.00 -0.13 0.07 -0.22
F 0.36893 12.21481 -0.90277 -0.09 -0.08 0.00 -0.26
F -0.13784 9.59277 -0.34328 0.13 0.12 0.03 -0.28
F -1.14433 10.29312 -2.12288 0.00 0.16 -0.04 -0.30
H 0.97267 7.04615 -2.69154 0.18 0.06 -0.05 0.41
H 0.33782 7.33244 -1.11099 0.11 0.21 0.25 0.43
H 2.19536 7.06449 0.70191 -0.08 -0.01 -0.10 0.14
H 0.95601 11.62710 -2.72139 -0.09 -0.06 -0.01 0.24
C 0.58455 -6.67982 -0.74173 0.16 0.63 0.08 -0.66
C -0.38388 -7.87213 -0.59701 0.30 0.00 -0.65 0.92
C -0.17374 -8.83712 0.57432 -0.26 -0.13 0.31 0.09
F 1.01219 -9.46648 0.50820 0.25 0.12 -0.20 -0.22
F -1.13598 -9.78863 0.53815 -0.07 0.10 -0.07 -0.27
F -0.43096 -8.55536 -1.76056 0.07 -0.11 0.08 -0.28
F -1.62132 -7.32956 -0.40925 0.01 0.06 0.25 -0.32
O 1.64750 -6.77645 -1.68793 -0.07 -0.78 0.06 -0.40
C 2.87317 -7.32849 -1.38009 -0.47 0.69 0.34 0.78
C 3.17812 -8.56162 -2.23644 0.13 -0.18 -0.29 0.20
F 2.25614 -9.52217 -2.05109 -0.13 0.03 0.18 -0.23
F 4.38320 -9.06386 -1.88254 0.00 0.11 0.06 -0.26
F 2.99624 -7.58041 -0.06508 -0.07 -0.21 -0.05 -0.29
F 3.80806 -6.39629 -1.68260 0.09 -0.06 -0.10 -0.29
H -0.02929 -5.87109 -1.13666 -0.04 -0.09 -0.08 0.34
H 0.93861 -6.32417 0.22589 0.09 -0.26 0.10 0.36
H -0.24640 -8.30969 1.52938 0.01 0.07 -0.04 0.28
H 3.19706 -8.29193 -3.29443 0.01 0.10 0.04 0.24
```
Forces are in eV/Å.



Here is a 3-piece molecular cluster, C3H11NO4 overall from the OMol25 dataset. Energies are from ωB97M-V/def2-TZVPD.

SMILES = CC(=O)NCO.O.O
Energy relative to the best compared isomer or geometry (same formula, charge and spin) = 226.5 kJ/mol
HOMO level = -10.332 eV
E = -12968.713 eV

Structure (XYZ):
```
19
Properties=species:S:1:pos:R:3:forces:R:3:mulliken_charge:R:1
C 1.53202 -0.94397 -0.41296 -1.35 -2.09 -0.54 -1.08
C 0.19744 -0.40848 0.19653 -1.93 -0.04 1.75 0.64
O -0.99110 -0.80652 -0.01181 3.82 0.34 -0.56 -0.62
N 0.28965 0.61163 1.18498 2.67 -3.00 -2.51 -0.15
C 1.40080 1.46438 1.22292 2.40 0.24 0.90 -0.46
O 1.74347 2.01218 0.00483 0.14 0.81 -2.03 -0.49
H 2.47416 -0.98146 0.14767 -0.75 0.29 0.67 0.34
H 1.78221 -0.34077 -1.25567 -0.06 0.58 -0.77 0.34
H 1.37127 -2.00765 -0.81551 -0.06 1.56 0.64 0.32
H -0.59280 0.89358 1.38031 -3.26 1.48 1.19 0.32
H 2.37461 0.88572 1.31966 -1.32 0.47 1.38 0.19
H 1.26480 2.34129 1.90904 0.05 -1.37 0.22 0.38
H 0.98597 2.48264 -0.32319 -0.46 0.58 -0.51 0.29
O -2.88522 1.12121 1.15372 0.26 5.83 0.08 -0.66
H -2.76235 0.41650 0.59767 0.64 -3.17 -2.20 0.33
H -2.69178 1.93689 0.51729 -0.80 -2.60 2.14 0.33
O -0.81344 -3.03803 -2.69032 0.78 0.08 -1.53 -0.64
H -1.03173 -2.38180 -2.04518 -0.33 0.69 0.96 0.31
H -0.41325 -2.50871 -3.41724 -0.44 -0.69 0.70 0.32
```
Forces are in eV/Å.



Which of these has the lowest E?
C29H47BrF16N2O5Si2